The ion C5H3N2O2 with charge -1, computed with ωB97M-V with the def2-TZVPD basis set.

```
12
C5H3N2O2 ωB97M-V with the def2-TZVPD basis set
C -3.1971 0.0255 0.0000
C -1.9709 0.0198 -0.1648
C -0.6490 0.0628 0.2470
N 0.2876 1.0654 0.0179
C 1.6275 0.7421 -0.0452
O 2.6167 1.4648 -0.0132
N 1.7011 -0.6401 0.1142
C 0.5474 -1.3343 0.1947
O 0.4527 -2.5571 0.1950
H -4.1800 -0.0274 -0.6177
H 0.1906 2.1445 -0.0638
H 2.5732 -0.9658 0.1358
```

- Kohn-Sham gap (eV) = 6.0
- charge = -1
- energy (Eh) = -452.26890
- E_LUMO (Ha) = 0.142
- SMILES string = C#Cc1[nH]c(=O)[nH]c1[O-]
- ΔE to the lowest compared entry with this formula, charge and spin (kcal per mole) = 0.0

Results of the Mulliken charge analysis, in e, for atoms 1 through 4:
1 C -0.28
2 C -0.26
3 C -0.22
4 N -0.07